The following is a DFT calculation (wB97M-V/def2-TZVPD) of a molecular structure, C35H43CdClP2Si2 in a non-equilibrium geometry.

* HOMO: -5.53 eV
* gap between HOMO and LUMO: 4.27 eV
* ΔE to the lowest compared entry with this formula, charge and spin: 417.08 kJ/mol

Geometry as XYZ:
```
84
Properties=species:S:1:pos:R:3:forces:R:3:mulliken_charge:R:1
C 4.468 1.505 0.476 0.066 0.432 0.030 -0.6372
C 3.637 0.477 0.008 -0.478 -0.013 -0.295 -0.7876
C 2.585 1.062 -0.763 1.035 -0.466 -0.514 -0.8622
H 3.825 -0.602 0.112 -0.299 0.657 0.095 0.5194
C 2.845 2.502 -0.821 0.497 0.179 0.341 -0.3095
C 3.984 2.751 0.017 -0.009 -0.503 -0.428 -0.9075
H 4.463 3.715 0.180 -0.211 -0.222 -0.063 0.4728
H 5.377 1.359 1.064 -0.408 0.093 -0.097 0.4495
H 1.946 0.534 -1.465 0.028 0.124 0.199 0.8535
H 2.416 3.174 -1.562 0.065 -0.166 0.253 0.8993
Cd 1.288 2.144 0.769 -0.501 -0.630 0.872 1.0030
Si -2.415 -0.591 0.894 2.427 1.085 -2.547 -0.0152
C -1.252 -2.076 0.482 -0.093 0.391 1.389 0.4902
C -1.794 -3.223 1.028 -0.013 -1.128 -0.540 -0.6789
H -2.665 -3.141 1.669 -0.307 -0.206 -0.288 0.3335
C -1.230 -4.468 0.785 0.257 0.158 0.065 -0.7023
H -1.740 -5.365 1.094 -0.027 -0.187 0.142 0.4236
C 0.002 -4.544 0.149 -0.002 0.017 0.059 -0.5752
H 0.437 -5.523 -0.036 0.043 0.181 -0.083 0.4014
C 0.701 -3.375 -0.156 0.047 0.338 0.077 -0.5884
H 1.718 -3.468 -0.562 -0.423 0.239 0.255 0.4032
C 0.103 -2.119 0.060 -0.791 -0.275 -0.479 0.3807
H 0.662 -1.188 -0.097 -0.268 -0.345 -0.246 0.3008
C -0.660 0.537 -2.351 1.491 -0.050 0.035 1.5897
C 0.208 -0.062 -3.277 0.201 1.009 -0.768 -0.6652
H 0.388 -1.143 -3.296 -0.427 0.439 -0.157 0.4010
C 0.801 0.761 -4.258 0.375 -0.816 0.648 -0.8842
H 1.385 0.303 -5.049 -0.077 0.017 -0.026 0.4136
C 0.680 2.140 -4.198 -0.211 -0.088 0.247 -0.6658
H 1.057 2.760 -5.004 0.047 -0.015 0.143 0.4424
C 0.066 2.712 -3.089 0.104 0.412 0.183 -1.1322
H 0.025 3.792 -3.029 0.044 0.102 0.132 0.5016
C -0.561 1.938 -2.115 -0.310 -0.999 -0.858 -0.8366
H -1.138 2.374 -1.293 -0.020 -0.001 -0.371 0.8142
H -1.324 0.344 0.381 0.131 1.230 1.022 -0.0217
Si -2.250 -0.208 -1.867 -3.978 -1.036 1.634 -0.4364
C -3.285 0.588 -3.282 -0.881 0.306 -0.334 0.4094
C -3.652 -0.145 -4.429 0.333 0.070 -0.348 -0.5934
H -3.750 -1.227 -4.341 0.376 0.173 -0.217 0.2799
C -3.871 0.470 -5.676 -0.048 0.181 0.483 -0.5677
H -4.047 -0.139 -6.569 0.018 0.206 0.377 0.3906
C -3.822 1.865 -5.766 0.105 -0.155 0.209 -0.4954
H -3.861 2.360 -6.745 -0.097 -0.159 0.495 0.3562
C -3.742 2.605 -4.576 -0.121 -0.146 -0.120 -0.3808
H -3.769 3.693 -4.613 -0.196 -0.167 0.014 0.3857
C -3.569 1.964 -3.346 0.425 -0.125 -0.445 -0.4461
H -3.632 2.515 -2.412 0.443 0.238 -0.159 0.3293
C -2.871 -2.017 -2.142 0.887 0.234 -0.218 0.6507
C -2.068 -2.873 -2.885 -0.237 -0.568 0.470 0.0797
H -1.202 -2.446 -3.382 -0.046 -0.385 -0.072 0.2274
C -2.342 -4.241 -2.948 -0.029 0.267 -0.346 -0.7636
H -1.671 -4.835 -3.556 -0.114 -0.357 0.119 0.4010
C -3.473 -4.773 -2.329 -0.088 0.396 -0.231 -0.5913
H -3.732 -5.828 -2.477 0.152 0.426 0.291 0.3449
C -4.325 -3.902 -1.626 -0.003 0.087 -0.273 -0.5805
H -5.238 -4.299 -1.170 0.327 0.176 -0.107 0.3579
C -4.033 -2.535 -1.537 0.513 -0.323 0.023 -0.4841
H -4.666 -1.873 -0.945 0.028 -0.146 -0.144 0.4617
H -3.859 -0.312 1.197 0.337 -0.405 -0.515 -0.0942
Cl -1.914 -0.612 2.940 0.174 0.251 1.636 -0.4244
C 3.152 -1.287 3.525 0.267 -0.204 -0.176 -1.0269
P 3.168 0.057 4.762 -0.062 -0.454 0.290 0.2792
C 3.571 -0.859 6.308 0.329 -0.173 0.208 -1.1889
C 1.332 0.358 4.973 0.309 -0.210 -0.195 -0.4193
C 0.906 1.811 4.795 -0.378 0.348 -0.721 -0.9216
P 1.551 2.731 3.298 1.057 0.008 1.052 0.4496
C 0.841 4.392 3.543 -0.490 -0.061 -0.113 -1.2630
C 3.321 3.084 3.802 0.099 -0.046 -0.459 -0.9351
H 2.317 -1.971 3.689 0.034 -0.044 -0.130 0.4781
H 4.097 -1.847 3.622 -0.307 0.201 -0.141 0.4918
H 3.106 -0.856 2.513 -0.066 -0.230 0.301 -0.0874
H 4.548 -0.479 6.659 -0.447 -0.376 -0.027 0.3259
H 2.820 -0.653 7.087 0.326 -0.200 -0.236 0.3295
H 3.647 -1.946 6.115 -0.107 0.516 0.273 0.3452
H 0.804 -0.271 4.243 -0.045 0.081 0.295 -0.0243
H 1.091 0.030 5.996 -0.244 0.079 -0.446 0.5571
H -0.187 1.871 4.675 0.190 -0.041 0.280 0.4217
H 1.210 2.425 5.654 -0.080 0.006 -0.189 0.3951
H 1.260 4.841 4.451 -0.140 -0.079 -0.209 0.4149
H 1.075 5.018 2.672 -0.092 -0.052 0.280 0.4039
H -0.250 4.294 3.649 0.304 0.195 -0.112 0.3970
H 3.290 3.863 4.585 0.016 -0.292 -0.382 0.4173
H 3.812 2.163 4.206 -0.526 1.007 -0.558 0.2522
H 3.878 3.436 2.915 -0.208 -0.013 0.462 0.2681
```
Positions in Å, forces in eV/Å.

***

The following is a DFT calculation (wB97M-V/def2-TZVPD) of a molecular structure, C3H18B3Be2Cl6 in a non-equilibrium geometry.

* HOMO: -12.70 eV
* gap between HOMO and LUMO: 2.72 eV
* ΔE to the lowest compared entry with this formula, charge and spin: 1559.34 kJ/mol
* net charge: +1

Geometry as XYZ:
```
32
Properties=species:S:1:pos:R:3:forces:R:3:nbo_charge:R:1
Be -2.281 1.176 0.185 0.097 -0.282 -0.843 1.2872
Be 1.035 -1.032 3.962 -0.971 0.537 -1.514 1.2065
B -2.399 -0.418 3.261 0.194 1.571 -2.419 -0.8295
H -3.468 -0.421 3.113 -4.200 -0.592 0.381 0.0773
H -2.085 -0.926 4.159 1.601 -2.605 4.404 0.1144
H -1.976 -0.944 2.419 2.041 -2.235 -3.581 -0.0077
H -2.121 0.623 3.321 1.435 4.295 0.288 -0.0067
B 1.010 0.281 0.690 0.924 -2.673 1.926 -0.7912
H 0.532 -0.655 0.446 -1.671 -3.808 -1.626 0.0398
H 0.456 0.841 1.428 -2.430 3.598 3.378 0.0623
H 2.023 0.120 1.026 3.658 -0.396 1.127 0.0277
H 0.922 0.896 -0.192 -0.911 2.940 -3.697 0.1894
B -3.069 1.879 -3.044 2.879 -2.457 3.039 -0.7467
H -3.468 2.243 -3.978 -2.606 2.093 -3.560 0.2358
H -3.396 2.541 -2.257 -1.987 4.489 3.144 0.0715
H -3.532 0.924 -2.846 -1.633 -4.372 -0.222 0.0270
H -1.990 1.909 -3.042 3.978 -0.259 -0.380 -0.0151
C 1.707 5.164 -2.705 0.748 -0.437 -1.242 -0.3999
Cl 3.102 6.201 -2.250 -0.904 -0.330 0.207 -0.0184
Cl 0.389 4.909 -1.570 0.172 0.308 0.349 -0.0266
H 1.288 5.542 -3.637 -0.021 0.318 0.362 0.2283
H 2.127 4.190 -2.955 -0.024 0.101 0.342 0.2205
C 5.735 -2.495 3.312 -0.025 -0.040 -0.022 -0.3752
Cl 4.135 -3.019 2.594 0.928 0.295 0.318 -0.0441
Cl 5.505 -1.065 4.324 -0.035 -0.169 0.050 -0.0098
H 6.175 -3.310 3.887 -0.590 0.047 0.155 0.2381
H 6.480 -2.233 2.560 -0.657 0.018 -0.396 0.2425
C -2.723 -4.582 -2.483 -0.021 -1.013 -1.112 -0.4115
Cl -2.267 -3.438 -1.274 -0.484 0.676 0.976 -0.0164
Cl -1.236 -5.475 -2.890 -0.153 -0.089 -0.587 -0.0292
H -3.440 -5.364 -2.233 0.062 0.407 0.860 0.2316
H -3.170 -4.062 -3.330 0.605 0.063 -0.105 0.2280
```
Positions in Å, forces in eV/Å.

***

The following is a DFT calculation (wB97M-V/def2-TZVPD) of 3 unconnected molecules or ions with the total composition C25H34BNO6 in a non-equilibrium geometry.

* HOMO: -9.81 eV
* gap between HOMO and LUMO: 8.14 eV
* ΔE to the lowest compared entry with this formula, charge and spin: 0.00 kJ/mol
* SMILES string: CC(=O)OCCCCCCCCBN=C(C)C.O=C1C=CC(=O)C=C1.O=C1C=CC(=O)C=C1

Geometry as XYZ:
```
67
Properties=species:S:1:pos:R:3:forces:R:3:nbo_charge:R:1
C -3.660 -0.093 2.983 0.372 -0.190 0.025 -0.7432
C -3.755 1.295 2.408 0.117 -1.065 -0.400 0.8124
O -3.755 2.273 3.067 -0.165 1.181 0.783 -0.5345
O -3.900 1.357 1.056 -0.028 0.310 -0.574 -0.5579
C -2.738 0.994 0.282 -0.333 -0.426 0.117 -0.0631
C -3.001 -0.235 -0.580 -0.111 0.264 -0.314 -0.4271
C -1.691 -0.884 -1.048 -0.093 -0.074 0.031 -0.3986
C -1.264 -2.113 -0.218 0.028 -0.069 -0.332 -0.4141
C 0.236 -2.188 0.128 0.104 -0.147 -0.101 -0.3907
C 0.540 -2.437 1.609 -0.072 0.059 -0.165 -0.3926
C -0.286 -1.585 2.584 -0.157 -0.263 0.404 -0.3816
C 0.525 -0.983 3.752 -0.060 -0.185 0.081 -0.7440
B 1.213 0.361 3.324 0.164 -0.334 0.148 0.6235
N 2.355 0.437 2.524 -0.435 0.997 -0.304 -0.6614
C 2.765 1.025 1.485 0.357 -0.379 0.226 0.3866
C 1.889 1.305 0.291 -0.058 -0.087 0.034 -0.6744
C 4.205 1.451 1.336 -0.081 -0.493 -0.471 -0.6742
H -4.601 -0.330 3.483 0.062 0.031 -0.037 0.2510
H -3.454 -0.844 2.223 -0.097 0.009 0.020 0.2179
H -2.855 -0.111 3.721 -0.169 -0.004 0.048 0.2414
H -1.895 0.816 0.959 0.010 0.097 -0.079 0.1729
H -2.524 1.851 -0.360 0.212 -0.004 0.178 0.1940
H -3.584 0.081 -1.452 -0.074 -0.029 0.137 0.2148
H -3.637 -0.935 -0.031 0.151 -0.050 -0.027 0.2092
H -1.805 -1.177 -2.095 0.123 0.038 0.060 0.2119
H -0.892 -0.131 -1.030 -0.069 -0.026 -0.018 0.1905
H -1.883 -2.177 0.682 0.128 0.061 0.006 0.1964
H -1.513 -2.998 -0.812 -0.116 0.004 0.196 0.2113
H 0.767 -1.297 -0.235 -0.218 0.011 0.196 0.1854
H 0.671 -3.015 -0.431 0.183 0.005 -0.084 0.2176
H 1.609 -2.278 1.789 -0.075 -0.026 -0.052 0.2048
H 0.343 -3.496 1.811 0.107 0.096 0.100 0.2016
H -1.055 -2.224 3.034 -0.067 0.098 -0.172 0.2035
H -0.843 -0.806 2.048 0.195 0.030 0.046 0.1791
H 1.255 -1.726 4.096 -0.036 0.030 -0.072 0.2256
H -0.152 -0.811 4.594 0.073 0.054 -0.033 0.2181
H 0.768 1.404 3.724 0.077 0.037 -0.106 -0.0681
H 0.845 1.065 0.501 0.085 0.093 0.033 0.2205
H 2.218 0.679 -0.546 -0.019 0.108 0.022 0.2281
H 1.985 2.349 -0.021 -0.012 -0.051 0.004 0.2279
H 4.589 1.062 0.385 0.044 0.086 0.051 0.2170
H 4.823 1.052 2.138 -0.089 0.252 0.090 0.2309
H 4.260 2.539 1.261 0.063 -0.037 0.199 0.2332
O -5.719 1.167 -3.323 0.017 -0.021 0.003 -0.4895
C -5.152 2.232 -3.433 0.012 0.029 0.000 0.4746
C -4.596 2.676 -4.737 0.000 0.006 0.005 -0.2227
C -3.966 3.841 -4.858 -0.001 -0.006 0.005 -0.2339
C -3.792 4.749 -3.694 -0.014 -0.019 0.009 0.4745
O -3.216 5.809 -3.807 0.010 0.005 -0.002 -0.4859
C -4.348 4.305 -2.390 0.009 -0.005 -0.014 -0.2218
C -4.980 3.140 -2.269 0.005 -0.026 0.059 -0.2409
H -4.735 1.997 -5.569 -0.011 -0.010 0.009 0.2311
H -3.551 4.187 -5.797 0.003 0.015 0.006 0.2328
H -4.207 4.981 -1.557 0.004 0.008 -0.006 0.2359
H -5.391 2.796 -1.328 0.010 -0.024 -0.005 0.2444
O 3.525 -3.724 -0.747 -0.111 -0.022 0.019 -0.4887
C 4.601 -3.178 -0.849 0.068 0.034 -0.001 0.4745
C 5.505 -3.469 -1.992 -0.002 0.000 0.000 -0.2214
C 6.688 -2.873 -2.105 0.014 0.006 -0.001 -0.2332
C 7.156 -1.890 -1.094 -0.026 -0.017 0.009 0.4760
O 8.233 -1.346 -1.198 0.020 0.019 -0.002 -0.4831
C 6.251 -1.599 0.048 -0.022 0.003 0.015 -0.2350
C 5.067 -2.193 0.162 -0.018 0.019 0.022 -0.2268
H 5.141 -4.189 -2.714 -0.016 -0.003 0.011 0.2324
H 7.365 -3.068 -2.927 0.011 0.012 0.006 0.2343
H 6.613 -0.882 0.774 0.029 0.003 -0.019 0.2342
H 4.392 -1.996 0.987 -0.013 -0.017 -0.024 0.2365
```
Positions in Å, forces in eV/Å.